1.
171
Properties=species:S:1:pos:R:3:mulliken_charge:R:1 method="wB97M-V/def2-TZVPD" charge=-1 e_homo_ev=-7.70 max_force_ev_per_a=5.83 homo_lumo_gap_ha=0.35658 spin_multiplicity=1
O 0.9143 1.8868 1.1159 -0.37
C 0.4639 0.7838 0.8036 0.51
O -0.4810 0.4712 0.0457 -0.21
B -0.5085 -0.9647 -0.2007 0.58
O 0.4559 -1.5882 0.7563 -0.66
C 1.0740 -0.5951 1.3684 0.39
O 1.9365 -0.6608 2.2537 -0.64
O -0.1144 -1.3626 -1.5960 -0.42
C -1.1785 -1.7681 -2.2579 0.75
O -1.1976 -2.0501 -3.4794 0.03
C -2.3253 -1.9396 -1.2272 0.00
O -1.9146 -1.4255 -0.0816 -0.59
O -3.4000 -2.3888 -1.5270 -0.20
C 0.5815 4.6191 -1.2459 0.53
Cl 0.2158 4.8732 -2.9514 -0.15
Cl 2.3112 4.1002 -0.9936 -0.25
H 0.4331 5.3919 -0.4916 0.34
H -0.0652 3.7961 -0.9415 -0.52
C -5.3357 -4.2474 0.7331 0.34
Cl -6.1467 -5.7875 0.8052 -0.19
Cl -3.8573 -4.2559 1.7878 -0.12
H -4.9997 -4.0365 -0.2821 -0.38
H -6.0329 -3.5169 1.1436 0.30
C 0.7327 1.2762 5.3100 0.05
C -0.6680 0.7145 5.5436 -0.91
O -1.1057 -0.2222 4.6214 -0.30
C -0.7863 -1.4544 4.7696 0.68
O -0.2178 -1.9443 5.7322 -0.69
O -1.0376 -2.1816 3.6723 -0.10
C -0.5280 -3.4807 3.4081 -0.26
H 1.0353 1.9967 6.0699 0.35
H 0.7977 1.6791 4.2993 -0.11
H 1.5195 0.5225 5.3402 0.08
H -1.4073 1.5153 5.5246 0.26
H -0.6247 0.2568 6.5319 0.48
H 0.4498 -3.6597 3.8551 0.00
H -0.3083 -3.7074 2.3648 0.03
H -1.1963 -4.2245 3.8420 0.38
C -2.1733 9.0603 4.2240 -1.46
C -1.7491 7.8722 3.3746 0.30
O -0.4176 7.5739 3.7283 -0.34
C 0.2114 6.6332 2.9829 0.76
O -0.0658 6.3165 1.8102 -0.55
O 1.0997 6.0849 3.7556 -0.37
C 1.8967 4.9957 3.3197 -0.50
H -1.5456 9.9356 4.0565 0.32
H -2.1188 8.7482 5.2670 0.31
H -3.1413 9.5228 4.0314 0.41
H -1.9028 8.2810 2.3759 0.31
H -2.3785 6.9837 3.4248 -0.03
H 1.4087 4.0664 3.0257 0.08
H 2.5607 4.6149 4.0957 0.22
H 2.5432 5.2211 2.4716 0.54
C 2.6180 3.4936 -7.7400 -1.42
C 1.9867 2.2621 -7.2278 0.03
O 2.4160 1.9197 -5.9365 -0.33
C 1.5135 1.8715 -4.9884 0.75
O 0.3089 2.2531 -5.1545 -0.63
O 1.9598 1.2480 -3.9636 -0.52
C 1.0384 0.9695 -2.8556 1.50
H 2.1737 3.9149 -8.6418 0.39
H 3.6291 3.2383 -8.0570 0.31
H 2.6050 4.3173 -7.0262 0.34
H 2.3684 1.4734 -7.8762 0.25
H 0.9128 2.3732 -7.3781 0.24
H 1.5422 0.5782 -1.9717 -0.01
H 0.3171 0.2618 -3.2642 -0.24
H 0.5453 1.8404 -2.4239 -0.63
C -6.4205 -1.1237 -2.8491 -0.97
C -6.1836 -0.0048 -1.8228 -0.43
O -4.9117 0.4305 -1.6858 -0.13
C -4.2851 1.1053 -2.6526 0.60
O -4.7954 1.5372 -3.7155 -0.69
O -3.0362 1.2692 -2.3209 -0.03
C -2.1433 1.9111 -3.0894 -0.09
H -7.4972 -1.2835 -2.9076 0.47
H -5.7286 -1.9626 -2.7744 0.11
H -6.2396 -0.6968 -3.8356 0.29
H -6.5694 -0.4123 -0.8883 0.36
H -6.8735 0.7829 -2.1253 0.41
H -2.3779 2.8989 -3.4860 0.52
H -1.8184 1.4214 -4.0075 0.03
H -1.2992 2.1275 -2.4347 -0.43
C -4.0253 -0.4191 -6.6408 -1.37
C -4.3368 -1.4948 -5.5776 0.74
O -3.5131 -2.6368 -5.8199 -0.27
C -3.6639 -3.7692 -5.1095 0.70
O -2.8182 -4.6275 -5.2044 -0.58
O -4.5693 -3.7201 -4.1120 -0.27
C -4.6595 -4.8456 -3.1501 -0.24
H -3.0409 0.0171 -6.4709 0.03
H -4.7460 0.3953 -6.5677 0.41
H -3.9958 -0.8576 -7.6382 0.39
H -5.4095 -1.6811 -5.6296 0.54
H -4.1843 -1.0977 -4.5739 -0.54
H -3.9218 -4.7454 -2.3540 -0.32
H -4.4885 -5.8533 -3.5289 0.47
H -5.6807 -4.8243 -2.7693 0.25
C 2.7600 -3.8229 -1.2888 -0.15
C 2.7392 -5.2592 -1.9180 -0.47
O 1.9161 -5.2231 -3.0865 -0.34
C 0.5343 -5.2309 -3.0786 0.67
O -0.1465 -5.2051 -4.0653 -0.44
O 0.0947 -5.2246 -1.8299 -0.30
C -1.2946 -5.3733 -1.5077 -0.02
H 3.3880 -3.7442 -0.4013 0.52
H 1.7704 -3.4732 -0.9947 -0.17
H 3.1802 -3.1504 -2.0366 -0.15
H 2.3066 -5.9899 -1.2345 0.34
H 3.7771 -5.5566 -2.0678 0.38
H -1.8436 -4.8167 -2.2672 -0.36
H -1.4461 -5.0045 -0.4932 0.20
H -1.6831 -6.3910 -1.4687 0.40
C 4.5460 -7.5898 5.5182 -1.08
C 4.1547 -6.4697 6.4951 -0.19
O 4.4437 -5.1574 5.9690 -0.37
C 3.4508 -4.3804 5.4534 0.70
O 2.2744 -4.7785 5.3093 -0.61
O 3.9272 -3.1373 5.3124 -0.37
C 3.1217 -2.0842 4.9347 -0.11
H 3.9556 -7.4493 4.6127 0.28
H 4.5036 -8.6253 5.8559 0.37
H 5.5735 -7.3240 5.2699 0.27
H 4.7589 -6.6260 7.3888 0.30
H 3.0962 -6.5739 6.7337 0.30
H 2.1135 -2.2800 5.2997 0.19
H 3.1500 -2.0044 3.8480 0.19
H 3.4973 -1.1341 5.3144 0.09
C 4.7554 -2.3024 -4.8379 -1.32
C 3.4729 -1.7630 -5.4883 0.46
O 2.5170 -2.7746 -5.2650 -0.15
C 1.1933 -2.4890 -5.6693 0.47
O 0.3581 -3.4099 -5.8048 -0.59
O 0.9734 -1.1236 -5.9232 -0.06
C -0.2838 -0.6860 -6.2943 -1.19
H 4.6189 -2.8655 -3.9146 0.17
H 5.4373 -1.4848 -4.6040 0.41
H 5.2268 -2.8583 -5.6483 0.36
H 3.6138 -1.4895 -6.5340 0.30
H 3.2367 -0.8028 -5.0296 -0.22
H -0.9117 -1.4889 -6.6806 0.74
H -0.2323 0.1594 -6.9805 0.40
H -0.8167 -0.3852 -5.3923 0.00
O -2.5346 5.5268 5.6552 -0.61
C -1.5658 4.8053 5.5404 0.65
O -1.4476 3.8756 4.5672 0.16
C -2.4728 3.8903 3.4980 -0.29
C -1.7829 3.0854 2.3803 -0.25
C -0.4796 4.8603 6.5214 -0.83
H -2.5038 4.9096 3.1131 0.04
H -3.4314 3.4928 3.8312 0.38
H -1.6042 2.0452 2.6529 -0.03
H -0.8321 3.5372 2.0974 -0.20
H -2.4483 3.0573 1.5174 0.47
H -0.5710 4.1261 7.3219 0.33
H -0.4936 5.8724 6.9258 0.32
H 0.4769 4.6197 6.0573 -0.07
O 5.2634 0.9003 4.8303 -0.67
C 4.6090 1.9487 4.7746 0.82
O 4.4014 2.6576 3.6919 -0.16
C 4.8743 2.2517 2.4616 -0.43
C 4.2840 3.2186 1.4187 -0.31
C 3.8678 2.4421 5.9958 -0.61
H 4.5478 1.2231 2.3088 0.17
H 5.9590 2.1916 2.5503 0.42
H 4.7672 4.1661 1.6572 0.26
H 3.2202 3.3692 1.6029 -0.41
H 4.3359 2.8472 0.3952 0.48
H 4.6199 2.9104 6.6308 0.45
H 3.5971 1.6059 6.6404 0.32
H 3.1521 3.2212 5.7334 -0.26


2.
147
Properties=species:S:1:pos:R:3:mulliken_charge:R:1 method="wB97M-V/def2-TZVPD" charge=+1 e_homo_ev=-12.19 max_force_ev_per_a=5.51 homo_lumo_gap_ha=0.26401 spin_multiplicity=1
C -0.8239 0.8496 1.8461 -0.66
C -0.0835 2.1073 1.0554 0.33
C -1.0098 2.4798 -0.2678 -0.26
C -0.4912 3.8326 -1.0492 -0.49
C 0.4895 3.5443 -2.3362 0.07
C 2.0490 4.0043 -2.1272 0.54
C 3.1131 2.7243 -2.0131 -0.22
C 3.0596 1.7345 -3.3303 -0.42
C 3.2331 0.1180 -2.9367 -0.67
C 1.7070 -0.3460 -2.4321 1.73
C 1.8126 -1.5318 -1.3306 -1.60
C 1.0644 -2.9578 -1.6722 1.73
C 1.4351 -3.3351 -3.2209 -0.76
Br 1.8786 -5.2583 -3.5873 -0.11
C 0.1925 -3.0039 -4.2937 0.08
C -0.7848 -4.2986 -4.5642 -1.08
C 1.6994 -3.9727 -0.5291 -1.65
C 0.8773 -3.6879 0.9003 1.54
Si 1.8629 -4.2188 2.4693 0.12
C 3.6717 -3.4723 2.2961 -0.91
C 2.0347 -6.1216 2.7061 -0.99
C 1.0968 -3.2985 4.0169 -0.58
N -0.4536 -4.4483 0.7189 0.19
C -1.4587 -3.9850 1.7526 -0.44
C -0.9817 -4.0769 -0.6831 -0.82
N -2.0796 -4.7720 -1.1321 -0.25
N -0.4250 -2.9799 -1.5530 0.91
S -1.1781 -1.5287 -0.9960 0.21
H -1.7011 0.3617 1.2349 0.22
H -1.2401 1.1561 2.8977 0.36
H 0.0272 0.0299 2.0004 -0.10
H -0.0854 3.0329 1.7965 0.29
H 1.0122 1.7814 0.7742 -0.12
H -1.1709 1.5551 -0.9881 -0.51
H -2.0919 2.7306 0.1664 0.45
H -1.4682 4.3729 -1.4547 0.25
H 0.0218 4.5649 -0.2932 0.24
H 0.0588 4.2098 -3.2288 0.27
H 0.3362 2.4293 -2.6564 -0.17
H 2.3663 4.6956 -3.0432 0.17
H 2.1585 4.6662 -1.1450 -0.77
H 4.2044 3.0752 -1.7402 0.40
H 2.7277 2.0940 -1.0810 -0.07
H 2.0093 1.7848 -3.8958 0.18
H 3.8666 2.1044 -4.0926 0.23
H 3.5532 -0.5329 -3.8548 0.28
H 4.0387 0.0244 -2.0813 0.28
H 0.9849 -0.5198 -3.3315 0.17
H 1.2892 0.6175 -1.8634 -1.40
H 1.5610 -1.1084 -0.2428 -0.24
H 2.9734 -1.8095 -1.2565 0.56
H 2.3657 -2.7310 -3.6624 0.39
H -0.4101 -2.0425 -4.0164 -0.08
H 0.7248 -2.7689 -5.3360 0.34
H -0.3948 -5.0142 -5.4366 0.36
H -1.8090 -3.8525 -4.9832 0.33
H -1.0802 -4.8994 -3.5969 0.10
H 2.8664 -3.7899 -0.3549 0.41
H 1.5751 -5.1082 -0.7289 0.38
H 0.5825 -2.5658 1.0442 -0.76
H 4.3234 -4.1756 1.6135 0.25
H 3.5143 -2.4630 1.6784 0.19
H 4.1568 -3.2100 3.3280 0.35
H 2.1914 -6.3258 3.8676 0.32
H 1.0990 -6.7518 2.3903 0.31
H 3.0442 -6.4958 2.1906 0.26
H 1.2425 -2.1339 3.7995 0.13
H -0.0571 -3.4595 4.1286 0.05
H 1.7154 -3.5269 4.9873 0.36
H -2.5786 -4.2003 1.4082 0.06
H -1.4016 -2.8090 1.9241 0.17
H -1.3043 -4.5916 2.7437 0.27
H -1.9640 -5.6281 -1.7287 0.27
H -3.0497 -4.4489 -0.8385 0.23
H -1.6270 -0.8764 -2.1890 -0.50
C 5.4096 6.6442 -0.5909 -0.90
C 4.9433 7.4077 0.6417 -0.81
C 4.1905 6.5315 1.6426 -0.56
C 2.9267 6.0181 1.0955 0.41
N 1.9332 5.6080 0.6601 -0.59
H 4.5635 6.2502 -1.1624 0.16
H 5.9769 7.3071 -1.2520 0.40
H 6.0572 5.8068 -0.3123 0.32
H 4.3147 8.2497 0.3280 0.36
H 5.8225 7.8341 1.1404 0.35
H 3.9750 7.1255 2.5388 0.42
H 4.8258 5.6974 1.9609 0.35
C -3.0250 3.2247 -4.7625 -0.90
C -4.1040 2.6841 -3.8335 -0.72
C -3.5662 1.6977 -2.7971 0.61
C -3.0403 0.4715 -3.4134 0.66
N -2.6193 -0.4926 -3.9015 -0.61
H -2.5738 2.4267 -5.3603 0.35
H -3.4557 3.9551 -5.4547 0.38
H -2.2313 3.7212 -4.1952 0.06
H -4.8920 2.2118 -4.4323 0.34
H -4.5658 3.5287 -3.3074 0.35
H -4.3781 1.4306 -2.1101 0.42
H -2.7864 2.1768 -2.1945 -0.61
C -4.5273 -2.9284 4.2017 -1.15
C -5.0226 -4.3657 4.1090 0.47
C -4.8004 -5.1623 5.3945 -0.41
C -3.3742 -5.3415 5.7010 0.21
N -2.2486 -5.4762 5.9453 -0.49
H -3.4451 -2.8865 4.3597 0.23
H -4.7480 -2.3936 3.2725 0.31
H -5.0165 -2.3968 5.0241 0.40
H -4.5296 -4.8634 3.2654 0.16
H -6.0968 -4.3502 3.8871 -0.32
H -5.2671 -6.1483 5.2834 0.31
H -5.3031 -4.6668 6.2328 0.34
C -9.6030 -4.0214 2.5731 -0.92
C -10.0983 -5.4587 2.4805 -0.43
C -9.8761 -6.2553 3.7660 -0.48
C -8.4499 -6.4345 4.0725 0.26
N -7.3243 -6.5693 4.3168 -0.42
H -8.5209 -3.9796 2.7312 0.13
H -9.8238 -3.4867 1.6439 0.34
H -10.0922 -3.4899 3.3955 0.30
H -9.6053 -5.9564 1.6368 0.30
H -11.1725 -5.4432 2.2585 0.31
H -10.3428 -7.2413 3.6548 0.30
H -10.3788 -5.7599 4.6042 0.28
C 6.1075 4.0036 -5.2806 -1.35
C 5.5275 5.2411 -4.6083 0.59
C 5.3395 6.4150 -5.5691 -0.50
C 6.6169 6.9148 -6.0969 0.17
N 7.6251 7.3037 -6.5179 -0.42
H 7.1117 4.1935 -5.6721 0.45
H 6.1818 3.1836 -4.5594 0.31
H 5.4720 3.6721 -6.1079 0.33
H 6.1751 5.5352 -3.7737 0.21
H 4.5524 4.9795 -4.1791 -0.39
H 4.8317 7.2283 -5.0370 0.33
H 4.6838 6.1198 -6.3960 0.31
C 1.6768 3.3775 6.0648 -1.32
C 1.3040 3.4596 4.5904 -0.22
C 2.4570 3.0904 3.6572 0.67
C 3.5765 4.0382 3.7507 0.15
N 4.4618 4.7829 3.8305 -0.59
H 2.4668 4.0909 6.3191 0.33
H 0.8065 3.6103 6.6866 0.38
H 2.0226 2.3725 6.3269 0.33
H 0.9437 4.4705 4.3652 0.35
H 0.4683 2.7739 4.4038 0.14
H 2.0857 3.0789 2.6255 -0.56
H 2.8071 2.0760 3.8790 0.39


| no. | E_tot (Eh) |
| --- | --- |
| 1 | -6377.71076 |
| 2 | -5559.96695 |